This record from the Open Molecules 2025 dataset describes C5H6ClNO as an isolated structure at a distorted geometry. The level of theory is the ωB97M-V functional and the def2-TZVPD basis.

Computed properties:
**LUMO level**: 0.0313 Ha
**Energy**: -21339.4723 eV
**Frontier orbital gap**: 10.39 eV
**HOMO level**: -9.533 eV

Each line ends with the Mulliken charge.
Geometry (Å):
C1 1.53436 0.52379 -0.34168  -0.1243
C2 1.40147 -0.58731 0.68006  0.0741
C3 0.38035 -0.28327 -0.93847  0.0243
C4 -0.70473 -0.17078 0.15528  -0.3898
C5 -0.00186 -0.41240 1.28946  -0.4879
H1 0.47682 1.89443 0.45250  0.3664
H2 2.50066 0.42433 -0.84271  0.3704
H3 2.21624 -0.95538 1.28304  0.4994
H4 1.87802 -1.65281 -1.03682  0.2735
H5 0.09040 -0.16188 -2.02536  0.4184
H6 -0.38946 -0.24805 2.30615  0.3241
N1 1.08326 -1.56482 -0.42466  -0.5855
O1 1.31848 1.89618 0.00711  -0.5827
Cl1 -2.38594 0.12138 -0.13464  -0.1804



This record from the Open Molecules 2025 dataset describes a 2-piece molecular cluster, C6H14N2O2 overall at a distorted geometry. The level of theory is the ωB97M-V functional and the def2-TZVPD basis.

Computed properties:
**SMILES**: CN(C)C=O.CN(C)C=O
**LUMO level**: 0.0235 Ha
**Energy**: -13522.6945 eV
**Frontier orbital gap**: 9.84 eV
**HOMO level**: -9.201 eV

Each line ends with the Mulliken charge.
Geometry (Å):
C1 2.56948 -0.98591 3.09911  0.0619
O1 3.56341 -0.35573 2.69130  -0.5799
N1 1.96240 -0.65680 4.32312  0.0651
C2 0.77890 -1.38078 4.65647  -1.0747
C3 2.57479 0.27109 5.28828  -0.9101
H1 2.02175 -1.69975 2.46457  0.3535
H2 0.37189 -1.03365 5.60618  0.3505
H3 0.81893 -2.45890 4.81185  0.3028
H4 0.10960 -0.85143 3.97832  0.4512
H5 2.85170 -0.09983 6.27512  0.3140
H6 3.31982 0.97893 4.92497  0.3014
H7 1.70726 0.90255 5.47997  0.3643
C4 -0.57573 0.08172 -5.07434  0.2386
O2 -0.03876 0.45911 -6.13185  -0.6133
N2 -1.75054 0.51113 -4.62750  0.0545
C5 -2.31479 -0.00957 -3.37650  -0.8648
C6 -2.48280 1.62743 -5.16630  -0.8830
H8 -0.20403 -0.69885 -4.39262  0.2193
H9 -1.57232 -0.66215 -2.91717  0.2734
H10 -3.31077 -0.44778 -3.44037  0.3204
H11 -2.56250 0.81134 -2.70358  0.3328
H12 -1.65393 2.31952 -5.31476  0.3325
H13 -3.03976 1.37433 -6.06844  0.2460
H14 -3.14399 2.00401 -4.38583  0.3436



This record from the Open Molecules 2025 dataset describes a single C4H5N3 molecule at a distorted geometry. The level of theory is the ωB97M-V functional and the def2-TZVPD basis.

Computed properties:
**LUMO level**: -0.0144 Ha
**Energy**: -8694.2870 eV
**Frontier orbital gap**: 8.90 eV
**HOMO level**: -9.289 eV

Each line ends with the Mulliken charge.
Geometry (Å):
C1 -1.34432 -0.34189 0.25870  0.6868
C2 0.00688 -0.95976 0.13728  -0.4555
C3 -2.14862 -1.01435 -0.49682  -0.7052
C4 2.08608 0.55590 0.14872  -0.7433
N1 -1.28574 0.98189 0.56659  -0.4407
N2 -0.11269 1.29437 0.46857  -0.2958
N3 0.70072 0.19834 0.15726  0.4624
H1 -1.90344 -2.10212 -0.56929  0.3073
H2 -2.95133 -0.52878 -0.93313  0.3229
H3 2.27632 1.03197 1.15808  0.2548
H4 2.53567 -0.44602 -0.23809  0.3655
H5 2.14047 1.33046 -0.65788  0.2409



This record from the Open Molecules 2025 dataset describes C35H36Cl5MnN2O4SSb2Si as an isolated structure at a distorted geometry. The level of theory is the ωB97M-V functional and the def2-TZVPD basis.

Computed properties:
**LUMO level (alpha / beta)**: 0.0725 / 0.0676 Ha
**Energy**: -173776.2979 eV
**Spin multiplicity**: 6
**Frontier orbital gap (alpha / beta)**: 6.21 / 6.89 eV
**Charge**: -1
**HOMO level (alpha / beta)**: -4.238 / -5.054 eV

Each line ends with the Mulliken charge.
Geometry (Å):
Mn1 -0.78918 -0.69731 0.63726  -0.1010
C1 4.05825 -5.41651 2.94864  -1.4544
C2 3.10618 -4.28785 3.14279  1.0518
C3 2.46089 -3.68341 2.03698  -1.4990
C4 1.54043 -2.66142 2.23502  0.1346
C5 1.26324 -2.20166 3.51763  0.2839
C6 1.92748 -2.74436 4.62249  -0.7690
C7 2.82405 -3.80009 4.43390  -0.7798
S1 0.21482 -0.82107 3.81435  1.2771
O1 -0.36093 -1.04660 5.13679  -0.8208
O2 0.98181 0.39126 3.57277  -0.5852
N1 -0.98883 -0.95543 2.65644  0.9579
C8 -2.33177 -0.92509 3.00482  -0.1329
C9 -2.89134 -1.10881 4.29714  -0.8287
C10 -4.23926 -0.78434 4.54261  -0.6836
C11 -5.09397 -0.40597 3.54485  -1.0676
C12 -4.62859 -0.33061 2.18656  1.2058
C13 -5.50724 -0.01852 1.12781  -0.7524
C14 -4.96320 0.06402 -0.15044  -0.8566
C15 -3.59502 -0.19850 -0.36208  -0.8272
N2 -2.75573 -0.50853 0.63596  0.8485
C16 -3.25809 -0.59880 1.92173  0.1465
H1 3.92020 -5.85668 1.92993  0.3226
H2 3.92201 -6.20940 3.72080  0.3686
H3 5.10930 -5.01639 3.03660  0.2758
H4 2.59314 -4.07821 1.04355  0.3647
H5 1.04849 -2.21722 1.37353  0.3767
H6 1.73849 -2.40027 5.63960  0.4212
H7 3.29602 -4.24598 5.29137  0.4070
H8 -2.25833 -1.50172 5.07436  0.6550
H9 -4.59834 -0.80179 5.57470  0.3550
H10 -6.15038 -0.25115 3.75263  0.3292
H11 -6.56076 0.19763 1.32404  0.3761
H12 -5.61235 0.34687 -0.98399  0.4603
H13 -3.19502 -0.23122 -1.35800  0.8927
Cl1 6.14196 1.35394 1.91394  -0.2673
C17 4.64577 0.92722 1.27001  0.0730
C18 4.58354 0.05415 0.13427  -0.4001
C19 3.41178 -0.36113 -0.42954  0.4301
Cl2 3.50164 -1.52132 -1.67468  -0.2201
C20 2.11966 0.09970 0.08761  -0.3588
O3 1.00440 -0.45959 -0.25965  0.5600
C21 2.21238 1.12748 1.12439  1.3030
C22 1.04431 1.78301 1.63030  -0.8167
O4 -0.17593 1.66974 1.32053  -0.5655
C23 3.45006 1.40560 1.78180  -1.1256
H14 5.53889 -0.31823 -0.20559  0.4294
H15 1.31423 2.52969 2.41743  0.1245
H16 3.41145 2.06351 2.62685  0.4463
C24 -3.26332 3.20303 -0.27156  -1.4057
Sb1 -1.30233 2.53209 -0.92407  0.7627
C25 -0.12040 4.14717 -0.04304  -1.6185
C26 -1.29179 3.59511 -2.87461  -1.5607
C27 0.07842 3.41969 -3.40642  0.6574
C28 1.08736 4.35285 -3.08584  -0.6312
C29 2.38136 4.20079 -3.58743  -0.7782
C30 2.74746 3.06838 -4.32940  -0.7852
C31 1.78513 2.10980 -4.64819  -0.4862
C32 0.45482 2.24114 -4.18615  0.8112
C33 -0.55110 1.19727 -4.54870  -1.4954
Sb2 -0.45068 -0.63775 -3.32145  0.1479
C34 -2.08591 -1.53299 -4.51412  -1.4358
C35 1.31887 -1.34467 -4.41106  -1.2803
H17 -3.30944 4.30160 -0.32813  0.4581
H18 -3.39859 2.89956 0.76811  0.3714
H19 -4.02580 2.77855 -0.90783  0.3557
H20 -0.18855 5.05735 -0.64565  0.5128
H21 0.93421 3.86373 0.00441  0.3874
H22 -0.47391 4.31514 0.97391  0.4791
H23 -1.50961 4.65761 -2.60304  0.5255
H24 -2.10587 3.19628 -3.50825  0.5788
H25 0.85116 5.21951 -2.47243  0.3246
H26 3.12544 4.95480 -3.37642  0.3903
H27 3.79128 2.95871 -4.65185  0.3683
H28 2.07906 1.29963 -5.31147  0.4659
H29 -0.31193 0.78938 -5.55701  0.6520
H30 -1.59038 1.56080 -4.55315  0.4073
H31 -1.91549 -1.27985 -5.56621  0.4413
H32 -3.01500 -1.07722 -4.17411  0.3861
H33 -2.03904 -2.62992 -4.36681  0.3292
H34 1.03794 -1.42077 -5.46585  0.3886
H35 1.54399 -2.34816 -4.01532  0.3259
H36 2.14258 -0.65438 -4.26463  0.3363
Cl3 0.55740 -3.71538 -1.53759  -0.3298
Si1 -1.14263 -3.04637 -0.45442  0.7115
Cl4 -2.90822 -3.17088 -1.67070  -0.3573
Cl5 -1.34713 -4.41025 1.17567  -0.3754



Table of energy relative to the best compared isomer or geometry (same formula, charge and spin) (kcal per mole), in record order: 69.4; 67.6; 127.4; 0.0